(w)
This record from the OMol25 dataset describes the molecule C3H8NO2P. The level of theory is the ωB97M-V functional and the def2-TZVPD basis.

Bonds (Å) are listed after each position.
Geometry (Å):
1 C -1.71551 0.27029 0.25215  C2 1.676, N4 1.394, H8 1.107, H9 1.145
2 C -1.41645 -0.86649 -0.94293  C1 1.676, O5 1.441, H10 1.141, H11 1.091
3 C 2.05700 0.48261 -0.57245  O6 1.428, H12 1.110, H13 1.093, H14 1.142
4 N -0.82357 0.19309 1.32128  C1 1.394, H15 0.985
5 O -0.22484 -1.57988 -0.55713  C2 1.441, P7 1.592
6 O 2.03966 -0.71960 0.19821  C3 1.428, P7 1.599
7 P 0.76963 -1.55994 0.68626  O5 1.592, O6 1.599
8 H -1.48667 1.16113 -0.36306  C1 1.107
9 H -2.82558 0.23414 0.52893  C1 1.145
10 H -2.25780 -1.63672 -0.98438  C2 1.141
11 H -1.02011 -0.49908 -1.89014  C2 1.091
12 H 1.23276 1.10524 -0.16747  C3 1.110
13 H 1.75530 0.34425 -1.61398  C3 1.093
14 H 3.07162 1.00612 -0.56514  C3 1.142
15 H -1.33908 -0.29925 2.00048  N4 0.985

As for the charge: 0. Its HOMO-LUMO gap is 8.61 eV. As for the lowest unoccupied orbital energy: 0.47 eV. The HOMO energy is -8.141 eV.

(x)
This record from the OMol25 dataset describes the molecule C3H8NO2P. The level of theory is the ωB97M-V functional and the def2-TZVPD basis.

Bonds (Å) are listed after each position.
Geometry (Å):
1 C -0.17509 0.59885 -1.72600  C2 1.507, H8 1.086, H9 1.088, H10 1.088
2 C 0.42794 -0.16177 -0.57274  C1 1.507, C3 1.475, N4 1.441, H11 1.088
3 C -0.23618 -1.35855 -0.02264  C2 1.475, N4 1.443, H12 1.083, H13 1.084
4 N -0.28414 -0.09864 0.67871  C2 1.441, C3 1.443, P5 1.703
5 P 0.46899 0.16365 2.18349  N4 1.703, O6 1.635, O7 1.634
6 O -0.85799 -0.24136 3.04895  P5 1.635, H14 0.957
7 O 0.29434 1.78687 2.11362  P5 1.634, H15 0.957
8 H -1.25853 0.58746 -1.64861  C1 1.086
9 H 0.12299 0.14684 -2.67016  C1 1.088
10 H 0.16183 1.63279 -1.70984  C1 1.088
11 H 1.51560 -0.13497 -0.53953  C2 1.088
12 H -1.18325 -1.67507 -0.44156  C3 1.083
13 H 0.36495 -2.16611 0.38030  C3 1.084
14 H -0.68716 -0.70332 3.86950  O6 0.957
15 H 1.00287 2.29411 2.50958  O7 0.957

As for the charge: 0. Its HOMO-LUMO gap is 9.55 eV. As for the lowest unoccupied orbital energy: 1.00 eV. Its SMILES is C[C@@H]1CN1P(O)O. The HOMO energy is -8.550 eV.

Ranking the structures above from most stable to least stable yields (x), (w).